{
  "formula": "C4H6N4OS",
  "method": "ωB97M-V with the def2-TZVPD basis set",
  "species": ["S", "O", "N", "N", "N", "N", "C", "C", "C", "C", "H", "H", "H", "H", "H", "H"],
  "positions_angstrom": [[0.519, 0.397, -1.527], [-0.114, -0.565, 2.467], [-1.556, -1.365, -1.551], [-1.219, -0.010, -3.603], [1.879, 0.954, 2.938], [1.629, 0.722, 1.594], [0.347, -0.003, 1.526], [-0.113, -0.128, 0.082], [-0.941, -0.367, -2.249], [-1.075, -0.992, -0.260], [0.837, 1.757, 3.316], [-0.456, 0.441, -4.292], [-1.780, -1.434, 0.577], [-1.673, -0.935, -3.846], [2.002, 0.022, 3.782], [1.714, 1.506, 1.048]],
  "lowdin_charge": [0.98, 0.08, 0.07, 0.02, -0.13, -0.10, -0.48, -0.43, -0.67, -0.24, 0.20, 0.16, 0.16, 0.11, 0.20, 0.07],
  "multiplicity": 1,
  "e_above_lowest_kcal_mol": 107.8,
  "homo_ev": -8.90,
  "e_lumo_ev": 0.17,
  "homo_lumo_gap_ev": 9.069,
  "charge": 0,
  "total_energy_ev": -23083.3703
}

{
  "formula": "C6H12N2",
  "method": "ωB97M-V with the def2-TZVPD basis set",
  "species": ["N", "N", "C", "C", "C", "C", "C", "C", "H", "H", "H", "H", "H", "H", "H", "H", "H", "H", "H", "H"],
  "positions_angstrom": [[-2.020, 1.101, -1.352], [-2.472, 1.233, 0.798], [-1.172, 0.828, 0.761], [-0.402, 0.444, 1.888], [-2.967, 1.487, -0.409], [2.658, -0.897, -0.596], [-0.819, 0.746, -0.592], [1.443, -1.778, -0.350], [2.294, -0.140, -1.311], [0.656, -1.094, 0.228], [1.069, -2.306, -1.266], [-3.920, 1.933, -0.671], [2.992, -0.331, 0.247], [-0.477, -0.565, 2.107], [0.053, 0.378, -0.958], [3.496, -1.390, -1.002], [-2.015, 1.273, -2.264], [1.626, -2.520, 0.396], [0.724, 0.568, 1.607], [-0.748, 1.031, 2.740]],
  "mulliken_spin": [0.02, -0.05, -0.75, 0.04, 1.13, 0.71, 0.48, -0.14, 0.10, 0.31, -0.21, -0.62, 0.03, 0.01, 0.93, -0.29, -0.55, -0.16, 0.22, -0.20],
  "multiplicity": 2,
  "s_squared": 0.750,
  "e_above_lowest_kcal_mol": 32.3,
  "homo_ev": [1.34, -4.87],
  "e_lumo_ev": [3.81, 3.88],
  "homo_lumo_gap_ev": [2.479, 8.751],
  "charge": -1,
  "total_energy_ev": -9394.1501
}

Repeat the first record exactly.
{
  "formula": "C4H6N4OS",
  "method": "ωB97M-V with the def2-TZVPD basis set",
  "species": ["S", "O", "N", "N", "N", "N", "C", "C", "C", "C", "H", "H", "H", "H", "H", "H"],
  "positions_angstrom": [[0.519, 0.397, -1.527], [-0.114, -0.565, 2.467], [-1.556, -1.365, -1.551], [-1.219, -0.010, -3.603], [1.879, 0.954, 2.938], [1.629, 0.722, 1.594], [0.347, -0.003, 1.526], [-0.113, -0.128, 0.082], [-0.941, -0.367, -2.249], [-1.075, -0.992, -0.260], [0.837, 1.757, 3.316], [-0.456, 0.441, -4.292], [-1.780, -1.434, 0.577], [-1.673, -0.935, -3.846], [2.002, 0.022, 3.782], [1.714, 1.506, 1.048]],
  "lowdin_charge": [0.98, 0.08, 0.07, 0.02, -0.13, -0.10, -0.48, -0.43, -0.67, -0.24, 0.20, 0.16, 0.16, 0.11, 0.20, 0.07],
  "multiplicity": 1,
  "e_above_lowest_kcal_mol": 107.8,
  "homo_ev": -8.90,
  "e_lumo_ev": 0.17,
  "homo_lumo_gap_ev": 9.069,
  "charge": 0,
  "total_energy_ev": -23083.3703
}